16 unconnected molecules or ions with the total composition C47H123N3O16. Source: the Open Molecules 2025 dataset; level of theory: ωB97M-V/def2-TZVPD.

Geometry as XYZ:
```
189
Properties=species:S:1:pos:R:3:forces:R:3
C -25.490 10.293 23.806 0.080 -1.014 0.283
C -26.562 10.308 24.908 -1.046 0.908 0.148
C -27.538 11.420 24.481 -0.899 0.292 0.721
C -28.876 11.408 25.230 -0.507 -0.457 -1.610
C -29.508 10.018 25.111 -0.416 0.512 1.459
C -28.609 8.924 25.645 0.478 -1.510 -0.591
N -27.299 9.027 24.953 -0.256 0.899 -1.024
O -26.435 7.990 25.342 0.369 -0.089 0.501
C -28.537 8.993 27.179 0.641 0.697 -0.733
C -29.195 7.568 25.179 -0.073 0.068 0.752
C -26.019 10.757 26.271 0.668 0.284 0.900
H -24.572 9.835 24.186 0.232 0.376 -0.091
H -25.354 11.289 23.388 0.388 0.115 0.323
H -25.790 9.669 22.957 -0.330 -0.038 0.127
H -27.076 12.375 24.742 0.301 0.039 -0.586
H -27.791 11.369 23.420 0.357 0.008 -0.089
H -29.586 12.023 24.664 0.230 0.536 0.220
H -28.819 11.821 26.235 0.034 -0.353 0.156
H -29.922 9.793 24.128 0.530 0.169 -0.244
H -30.398 10.050 25.748 0.028 -0.286 0.069
H -29.525 8.867 27.614 0.081 -0.283 0.158
H -27.771 8.318 27.557 -0.306 -0.270 0.145
H -28.186 10.000 27.396 -0.166 0.008 0.459
H -28.530 6.713 25.299 0.343 0.275 -0.047
H -30.040 7.327 25.831 -0.331 0.139 -0.358
H -29.484 7.644 24.132 -0.201 -0.139 0.045
H -26.708 11.331 26.897 -0.571 -0.276 -0.360
H -25.210 11.496 26.222 0.326 -0.397 -0.497
H -25.705 9.927 26.907 0.241 -0.093 -0.271
H -25.963 7.733 24.535 -0.038 -0.197 0.180
C -32.868 13.751 18.749 -0.096 -0.434 0.121
C -33.190 13.317 20.182 -0.570 -1.159 -0.071
C -31.937 12.670 20.756 1.029 0.453 1.031
C -31.939 12.480 22.274 -1.003 0.435 -0.261
C -32.173 13.837 22.964 0.292 -1.557 -1.052
C -33.452 14.535 22.434 0.167 0.976 0.445
N -33.496 14.525 20.968 0.532 -0.296 -0.626
O -34.730 15.061 20.512 0.218 0.138 0.401
C -34.726 13.956 23.070 -0.297 -0.837 0.967
C -33.263 16.028 22.787 0.212 -0.422 1.513
C -34.325 12.275 20.142 0.053 -0.300 -0.085
H -32.055 14.476 18.775 -0.244 0.284 -0.190
H -33.768 14.098 18.244 0.150 0.419 0.030
H -32.517 12.889 18.176 0.033 -0.075 0.101
H -31.598 11.713 20.361 -0.575 0.121 -0.761
H -31.140 13.390 20.532 0.204 -0.105 0.092
H -31.014 11.994 22.590 0.115 0.178 0.115
H -32.757 11.822 22.593 0.073 -0.216 -0.254
H -31.279 14.415 22.727 -0.128 0.458 0.291
H -32.210 13.565 24.018 -0.243 0.899 0.276
H -34.618 13.676 24.124 0.550 0.305 0.043
H -35.603 14.605 23.123 0.148 0.226 -0.490
H -35.024 12.994 22.647 -0.009 0.190 -0.399
H -33.002 16.079 23.854 -0.154 -0.020 0.016
H -32.373 16.398 22.286 -0.278 0.193 -0.396
H -34.138 16.665 22.683 -0.002 -0.063 -0.527
H -34.088 11.537 19.374 -0.052 0.047 -0.053
H -35.300 12.701 19.903 0.070 0.139 -0.028
H -34.413 11.688 21.056 0.033 0.140 0.089
H -35.399 14.683 21.105 -0.117 -0.028 -0.286
C -23.504 19.030 24.380 -0.959 -0.352 0.671
C -22.836 17.806 25.028 1.093 -0.467 -0.539
C -23.238 17.684 26.492 -1.583 -0.300 0.384
C -22.892 16.330 27.102 0.214 0.497 0.936
C -23.605 15.209 26.366 1.047 0.921 -0.054
C -23.237 15.272 24.867 -0.430 -1.566 -0.175
N -23.353 16.611 24.306 -1.191 0.753 1.631
O -23.104 16.687 22.927 0.340 -0.250 0.007
C -21.858 14.662 24.610 0.907 0.217 -0.018
C -24.258 14.367 24.159 -0.260 0.205 -1.071
C -21.293 17.910 24.961 0.007 -0.169 -0.775
H -23.109 19.395 23.436 0.534 0.023 0.228
H -23.601 19.794 25.155 0.420 0.399 -0.322
H -24.545 18.764 24.166 0.019 -0.130 0.042
H -22.908 18.499 27.140 0.573 0.111 -0.414
H -24.333 17.795 26.529 -0.028 -0.141 -0.063
H -23.143 16.305 28.170 -0.384 0.175 -0.091
H -21.802 16.261 27.169 0.024 -0.507 -0.519
H -24.678 15.296 26.544 -0.088 0.153 -0.322
H -23.305 14.244 26.780 0.060 -0.125 -0.246
H -21.655 14.598 23.538 -0.251 0.168 0.113
H -21.038 15.274 24.988 -0.144 0.040 0.279
H -21.722 13.664 25.033 -0.315 0.044 0.041
H -25.271 14.780 24.151 0.132 0.321 0.156
H -23.929 14.298 23.117 -0.262 -0.253 -0.023
H -24.378 13.354 24.547 0.529 0.022 0.271
H -20.980 18.943 25.109 0.116 -0.024 -0.029
H -20.965 17.546 23.983 -0.019 0.475 -0.156
H -20.746 17.264 25.646 -0.285 0.149 0.397
H -23.976 16.878 22.561 0.090 -0.032 -0.074
C -24.003 8.000 20.754 -0.152 -0.126 0.420
C -22.902 8.891 21.317 -0.279 -0.631 -1.567
O -22.215 8.181 22.355 -0.690 1.047 -0.010
H -24.581 8.468 19.956 0.473 0.112 -0.284
H -24.777 7.802 21.501 0.209 -0.151 0.168
H -23.564 7.056 20.434 -0.249 -0.065 -0.131
H -23.368 9.859 21.514 0.327 0.001 0.967
H -22.175 9.070 20.519 -0.002 0.120 -0.092
H -21.549 8.808 22.675 0.201 -0.141 0.417
C -28.050 13.083 20.718 -0.910 0.312 -0.710
C -28.517 13.162 19.233 0.346 -0.066 1.690
O -28.528 14.553 18.939 -0.135 -0.248 -0.809
H -28.849 13.569 21.294 -0.156 -0.496 0.244
H -27.227 13.777 20.886 0.496 -0.491 -0.245
H -27.877 12.066 21.065 0.102 0.116 0.158
H -29.507 12.706 19.123 -0.030 0.123 0.037
H -27.864 12.584 18.580 0.269 0.594 -0.219
H -29.127 14.945 19.583 0.002 0.131 -0.134
C -26.095 13.434 28.853 0.457 0.761 -0.025
C -25.945 14.257 30.127 0.300 -1.925 0.560
O -27.259 14.383 30.680 0.434 0.771 -0.023
H -26.786 14.000 28.223 0.165 -0.138 -0.353
H -26.502 12.432 28.966 -0.006 0.038 0.449
H -25.107 13.359 28.389 -0.226 -0.010 -0.286
H -25.321 15.141 29.942 -0.940 0.575 -0.097
H -25.335 13.723 30.872 -0.033 -0.218 -0.240
H -27.170 14.311 31.634 -0.173 0.149 -0.030
C -28.630 9.204 21.645 0.686 -0.477 -0.572
C -29.004 8.473 20.363 -1.822 0.262 0.063
O -29.832 9.407 19.627 0.317 0.437 -0.539
H -29.426 9.884 21.938 -0.197 -0.209 -0.002
H -27.748 9.827 21.481 0.084 -0.081 0.064
H -28.418 8.484 22.433 0.070 0.246 0.148
H -29.707 7.656 20.557 0.434 -0.295 0.424
H -28.211 8.044 19.753 0.326 0.439 0.093
H -29.789 9.249 18.679 0.104 -0.143 0.064
C -21.650 11.900 22.597 0.334 -0.070 0.834
C -20.385 11.584 23.410 0.186 0.445 -1.415
O -20.084 10.203 23.414 -0.369 -0.840 0.382
H -21.776 12.956 22.844 -0.795 -0.345 -0.590
H -22.479 11.272 22.930 -0.141 0.378 0.520
H -21.649 11.722 21.521 0.756 0.205 -0.047
H -20.485 11.986 24.421 -0.202 -0.494 0.126
H -19.549 12.152 22.986 0.021 -0.083 -0.065
H -19.275 9.984 22.951 0.128 0.331 -0.037
C -31.939 6.517 29.205 1.155 0.388 1.411
C -30.885 5.677 29.926 -0.960 -1.240 -0.067
O -30.302 6.434 30.969 0.252 0.812 -0.383
H -32.611 6.878 29.985 -0.270 0.170 -0.357
H -32.465 5.999 28.413 0.058 -0.083 -0.038
H -31.321 7.345 28.847 -0.630 0.265 -0.405
H -30.210 5.309 29.144 0.496 0.076 0.429
H -31.335 4.813 30.435 -0.119 -0.193 -0.516
H -29.534 5.986 31.326 0.027 -0.166 -0.081
C -33.431 8.138 22.390 -0.246 0.001 -0.445
C -32.316 8.645 21.495 0.317 -0.456 0.672
O -32.781 9.433 20.415 0.050 -0.281 0.172
H -33.841 8.952 22.987 -0.243 -0.090 0.003
H -33.073 7.344 23.047 0.249 0.221 0.148
H -34.206 7.658 21.788 -0.155 0.288 -0.011
H -31.763 7.759 21.161 0.041 0.134 -0.324
H -31.628 9.224 22.125 0.101 0.066 -0.087
H -31.980 9.673 19.927 -0.085 -0.042 -0.010
C -33.153 10.884 25.605 0.669 0.855 0.629
O -33.615 11.603 26.733 -0.546 -0.050 0.250
H -32.731 11.576 24.868 -0.279 -0.185 -0.301
H -32.328 10.237 25.907 -0.196 -0.432 -0.139
H -33.995 10.323 25.214 0.082 -0.094 -0.189
H -33.080 12.376 26.958 -0.251 -0.172 -0.294
C -23.362 5.928 24.496 0.149 -0.349 -0.411
O -24.285 6.706 23.737 -0.032 0.603 0.098
H -22.411 6.437 24.658 -0.142 0.263 -0.002
H -23.796 5.676 25.461 -0.119 -0.019 -0.067
H -23.139 5.026 23.921 -0.030 -0.162 0.274
H -23.769 7.342 23.215 0.201 -0.177 0.172
C -28.930 15.086 25.857 -1.195 0.699 0.041
O -27.889 16.033 25.978 0.553 -0.391 -0.022
H -29.102 14.935 24.792 0.199 -0.213 -0.027
H -28.846 14.125 26.370 0.735 0.034 -0.059
H -29.858 15.527 26.243 -0.079 -0.053 -0.023
H -27.628 16.137 26.897 -0.141 -0.061 0.058
C -27.529 5.782 21.805 0.348 0.135 0.596
O -26.437 5.302 22.568 -0.151 -0.612 -0.041
H -27.185 6.658 21.256 -0.463 0.039 -0.312
H -27.921 5.007 21.146 0.471 -0.069 -0.244
H -28.385 6.020 22.447 0.099 0.390 0.114
H -25.788 5.987 22.794 -0.221 -0.095 -0.023
C -32.247 4.812 25.710 -1.119 -0.954 0.046
O -32.279 3.404 25.488 0.480 -0.366 -0.168
H -31.416 4.918 26.401 0.001 0.612 -0.158
H -32.181 5.397 24.789 0.501 -0.019 0.059
H -33.205 5.075 26.176 0.285 0.412 0.259
H -32.949 3.132 24.859 -0.131 0.320 -0.066
C -31.283 13.232 27.869 1.071 0.630 1.486
O -32.509 13.938 27.980 -0.283 -0.086 -1.290
H -31.261 12.365 28.531 0.001 -0.136 -0.170
H -30.989 12.929 26.863 -0.840 0.064 -0.241
H -30.479 13.910 28.179 0.107 -0.183 0.120
H -32.854 13.964 28.874 0.302 -0.265 0.161
```
Positions in Å, forces in eV/Å.

Calculated values
LUMO: 0.336 eV
HOMO: -8.2 eV
Orbital gap: 8.53 eV